{"formula": "C3H10O4", "method": "the ωB97M-V functional and the def2-TZVPD basis", "e_homo_ev": -10.432, "multiplicity": 1, "molar_mass_g_mol": 110.1, "smiles": "CCC(=O)O.O.O", "charge": 0, "lumo_ev": 0.62, "orbital_gap_ev": 11.05, "energy_ev": -11463.3074, "elements": ["O", "O", "O", "O", "C", "C", "C", "H", "H", "H", "H", "H", "H", "H", "H", "H", "H"], "positions_angstrom": [[-3.01122, 2.63161, 2.83077], [2.57045, -0.48006, -4.33360], [-0.51621, 0.01706, 1.61776], [-0.24767, 0.97234, -0.35812], [0.21157, -1.33467, -0.29840], [1.25286, -2.21352, 0.39858], [-0.17637, -0.11484, 0.47454], [1.73554, -0.24138, -3.92418], [-2.78681, 2.86893, 3.73400], [-0.75092, 1.67645, 0.06739], [0.49845, -1.01683, -1.29828], [2.94607, 0.32840, -4.69028], [2.20540, -1.80841, 0.07423], [-0.75246, -1.82637, -0.47842], [1.13558, -2.29060, 1.46780], [1.10462, -3.24471, 0.10501], [-3.61044, 1.90478, 2.96127]], "atomic_forces_ev_per_a": [[0.2, 0.4, 0.1], [0.1, -0.3, 0.0], [0.3, -0.9, 0.2], [0.2, -0.5, -0.6], [-0.5, -0.1, 0.3], [-0.7, 0.0, -0.7], [-0.7, 1.7, -0.2], [0.0, 0.2, 0.0], [0.2, 0.2, 0.0], [0.1, 0.0, 0.4], [0.4, 0.0, 0.1], [-0.1, 0.1, 0.0], [0.4, -0.5, 0.4], [0.1, -0.3, 0.3], [0.1, 0.7, 0.4], [0.4, -0.2, -0.6], [-0.4, -0.6, -0.2]], "nbo_charge": [-0.93, -0.94, -0.59, -0.71, -0.51, -0.61, 0.79, 0.47, 0.47, 0.50, 0.23, 0.47, 0.22, 0.24, 0.23, 0.22, 0.47]}